# C21H21N3O5S

A single C21H21N3O5S molecule in a non-equilibrium geometry (ωB97M-V with the def2-TZVPD basis set, the Open Molecules 2025 dataset).

```
51
Properties=species:S:1:pos:R:3
C -5.18659 -4.09410 -0.31451
C -5.00689 -2.77362 -1.05764
O -4.58688 -1.72333 -0.20971
C -3.29065 -1.65390 0.19616
C -3.00215 -0.62514 1.09681
C -1.71827 -0.42900 1.54854
C -0.68425 -1.25707 1.11616
C -0.96574 -2.28886 0.23381
C -2.25750 -2.48467 -0.22356
H -2.43437 -3.29179 -0.91627
H -0.17269 -2.93471 -0.10408
N 0.60997 -0.97431 1.57694
C 1.78971 -1.49382 1.16625
O 1.94032 -2.46952 0.46616
C 2.98492 -0.66432 1.66336
C 4.30661 -1.13908 1.10166
C 4.47434 -0.99201 -0.39885
O 5.41219 -1.50879 -0.95849
N 3.53954 -0.27044 -1.11762
C 2.49014 0.46146 -0.62671
N 1.49197 0.68515 -1.35437
C 0.34671 1.38072 -1.04371
C -0.84376 0.84431 -1.53586
C -2.07164 1.43516 -1.27671
C -2.06477 2.58988 -0.53023
C -0.87448 3.14934 -0.06205
C 0.34646 2.57294 -0.30090
H 1.26011 3.02739 0.04419
O -1.15464 4.29705 0.63167
C -2.55770 4.44338 0.58715
O -3.11906 3.37282 -0.14033
H -2.81399 5.39693 0.09794
H -2.96067 4.44431 1.61301
H -2.99199 1.01207 -1.64043
H -0.79296 -0.06942 -2.10468
S 2.69695 1.04383 1.08298
C 3.55238 -0.43003 -2.56448
H 2.70276 -1.03854 -2.87312
H 4.48484 -0.91918 -2.83628
H 3.48020 0.54728 -3.03777
H 5.13120 -0.59790 1.57450
H 4.44379 -2.20340 1.31227
H 3.00659 -0.63112 2.75530
H 0.66313 -0.13735 2.14562
H -1.50674 0.37976 2.23356
H -3.80737 0.01637 1.41662
H -5.97080 -2.43492 -1.44811
H -4.31585 -2.89039 -1.90151
H -5.55933 -4.85148 -0.99856
H -4.24492 -4.43316 0.11007
H -5.90106 -3.96607 0.49469
```

Summary:
max |F|	1.351	eV Å⁻¹
Kohn-Sham gap	7.94	eV
LUMO level	0.23	eV
total charge	0

Partial charges, Mulliken, in e: -1.05 -0.48 -0.47 0.65 -0.73 -0.22 0.24 -1.01 -0.26 0.40 0.51 0.02 0.12 -0.65 -0.21 -0.81 0.68 -0.64 0.03 0.56 -0.36 -0.19 -0.25 -1.01 0.98 0.61 -0.90 0.72 -0.51 -0.33 -0.51 0.26 0.26 0.41 0.52 -0.21 -1.13 0.32 0.39 0.33 0.35 0.29 0.63 0.25 0.33 0.41 0.33 0.33 0.36 0.33 0.31